The following is a DFT calculation (wB97M-V/def2-TZVPD) of C10H17IrN as an isolated structure in a non-equilibrium geometry.

## Properties
Multiplicity   6
Gap between HOMO and LUMO (spin up / spin down)   0.2697 / 0.2350 Eh
Energy relative to the best compared isomer or geometry (same formula, charge and spin)   0.000 eV
LUMO level (spin up / spin down)   -8.0 / -12.1 eV
Charge   +2

Last column: Mulliken charge in e.
CARTESIAN COORDINATES (ANGSTROEM)
Ir -0.96637 0.86584 -0.55324  0.767
C -0.65532 0.63985 -4.24793  -0.731
H 0.43275 0.76149 -4.25161  0.287
H -0.90347 -0.39723 -4.48269  0.282
H -1.08257 1.28563 -5.02539  0.320
H -1.05225 0.89682 -3.23842  -0.051
H -2.54710 0.91757 -0.54556  -0.030
C -0.71382 -2.03618 -0.92027  -1.028
N 0.10292 -0.88308 -0.48933  0.005
C 1.26668 -0.73861 -1.39106  -1.064
C 0.63389 -1.22207 0.90729  -0.925
C 0.40626 -0.05877 1.79274  0.767
C 0.90908 -0.03161 3.10327  -0.403
C 0.64282 1.07172 3.92546  -0.618
C -0.12360 2.14782 3.45415  -0.316
C -0.63614 2.14836 2.14685  -0.294
C -0.34977 1.03261 1.33182  -0.178
H -1.12972 -1.82625 -1.91188  0.301
H -1.54184 -2.12644 -0.21113  0.474
H -0.08083 -2.93466 -0.92061  0.407
H 1.82850 0.14709 -1.08016  0.428
H 1.88319 -1.64073 -1.31381  0.429
H 0.90583 -0.58481 -2.41558  0.300
H 0.10240 -2.10547 1.28157  0.477
H 1.69489 -1.47475 0.82885  0.503
H 1.49710 -0.88879 3.44296  0.504
H 1.04454 1.08507 4.94661  0.432
H -0.32792 3.00340 4.11150  0.445
H -1.24014 2.94617 1.72560  0.506

The following is a DFT calculation (wB97M-V/def2-TZVPD) of an isolated ion of composition C10H17N2 and charge +1 in a non-equilibrium geometry.

## Properties
Multiplicity   1
Gap between HOMO and LUMO (spin up / spin down)   0.1870 / 0.1870 Eh
Energy relative to the best compared isomer or geometry (same formula, charge and spin)   6.608 eV
LUMO level (spin up / spin down)   -5.8 / -5.8 eV
Charge   +1

Last column: Mulliken charge in e.
CARTESIAN COORDINATES (ANGSTROEM)
C -3.59821 -0.59152 0.14286  0.573
C -2.47526 -0.21918 -0.34244  0.264
C -0.06934 -1.14642 -0.37452  0.210
C -1.28049 -0.89264 -0.42163  -0.304
C 2.17052 -0.72317 -0.67458  -0.913
C 2.87185 0.26268 0.39942  -0.746
C -4.98892 -0.53545 0.43765  -1.059
C -2.20879 1.31090 -0.43518  -1.137
C 1.36055 -2.95230 0.34677  -1.049
C 1.75825 2.51992 0.48312  -0.982
N 1.20065 -1.62308 -0.14557  0.151
N 1.98947 1.15173 0.94175  -0.155
H 1.64983 -0.18908 -1.45415  0.446
H 2.96788 -1.39446 -1.16523  0.407
H 3.11551 -0.41362 1.17739  0.443
H 3.58761 0.71833 -0.25729  0.344
H -5.06149 -1.27720 1.33746  0.321
H -5.77456 -0.81394 -0.26526  0.340
H -5.38374 0.36697 0.99262  0.353
H -3.14329 1.71315 -0.59325  0.529
H -1.37215 1.41083 -1.19446  0.337
H -1.89836 1.39557 0.58951  0.309
H 0.58793 -3.05504 1.01784  0.367
H 1.24090 -3.66049 -0.42567  0.356
H 2.26023 -3.14799 0.83744  0.405
H 0.77787 3.01171 0.59205  0.270
H 2.57721 3.13000 0.80285  0.367
H 1.75710 2.46946 -0.59238  0.329
H 1.93236 1.15554 1.97792  0.223

The following is a DFT calculation (wB97M-V/def2-TZVPD) of an isolated ion of composition C10H17N2 and charge +1 in a non-equilibrium geometry.

## Properties
Multiplicity   1
Gap between HOMO and LUMO   0.3787 Eh
Energy relative to the best compared isomer or geometry (same formula, charge and spin)   0.490 eV
LUMO level   -2.5 eV
Charge   +1

Last column: Mulliken charge in e.
CARTESIAN COORDINATES (ANGSTROEM)
C -3.64880 0.04774 0.28647  -0.277
C -3.05882 1.09705 -0.46921  -0.604
C -2.84889 -0.94385 0.85043  -0.934
C -1.81728 0.87251 -0.88332  -0.290
C -1.51830 -1.01069 0.52109  -0.270
C -1.00446 -0.14651 -0.38026  0.569
C 1.40658 -0.66485 1.37672  -0.959
C 1.12018 1.66937 0.65236  -0.907
C 2.82277 0.17316 -0.36997  -0.805
C 0.60296 -0.20343 -0.93517  -0.657
N 1.11109 -1.43205 -1.38639  -0.465
N 1.51647 0.25520 0.19972  -0.022
H -4.71589 0.12523 0.51877  0.368
H -3.59674 1.90998 -0.95331  0.380
H -3.35146 -1.75402 1.32014  0.366
H -1.49815 1.55820 -1.70973  0.258
H -0.87294 -1.80686 0.79734  0.495
H 1.50686 -1.69581 0.96707  0.396
H 2.29785 -0.38262 2.11272  0.363
H 0.44854 -0.54646 1.90527  0.428
H 1.50765 2.27556 -0.10919  0.459
H 0.04741 1.78881 0.79958  0.328
H 1.83838 1.89848 1.46822  0.378
H 2.79906 0.61449 -1.38957  0.338
H 3.60336 0.64241 0.14794  0.373
H 3.02728 -0.93585 -0.48796  0.412
H 0.77342 0.43719 -1.78456  0.745
H 0.67711 -1.64179 -2.24862  0.319
H 0.82475 -2.20058 -0.81659  0.215

The following is a DFT calculation (wB97M-V/def2-TZVPD) of a 2-piece molecular cluster, C10H17N2 overall in a non-equilibrium geometry.

## Properties
Multiplicity   1
Gap between HOMO and LUMO   0.3191 Eh
Energy relative to the best compared isomer or geometry (same formula, charge and spin)   2.366 eV
LUMO level   -3.3 eV
Charge   +1

Last column: Mulliken charge in e.
CARTESIAN COORDINATES (ANGSTROEM)
C -1.84633 -2.33638 -0.64296  -0.377
C -2.13762 -2.25658 0.66363  -1.018
C 1.97672 1.81958 0.39470  0.259
C 0.13874 -1.73655 0.39303  -0.658
C -0.96374 0.01191 -0.66323  -0.409
C -0.59163 -1.45297 -0.95205  -0.041
C -1.16193 -1.31626 1.22396  0.046
C -1.49313 0.00002 0.58802  0.208
C -2.47302 0.88352 1.26475  -1.284
C 2.00791 1.10530 -1.96249  -0.790
N 1.50134 1.27042 -0.66953  -0.078
N 3.19032 2.32709 0.73552  -0.462
H -2.19220 -2.92054 -1.47056  0.486
H -3.05537 -2.74857 0.98086  0.410
H 0.38860 -2.78891 0.74263  0.315
H 0.92732 -1.08039 0.72699  0.253
H 1.49315 1.70805 1.33587  0.412
H -1.07399 0.68308 -1.60582  0.496
H -0.05755 -1.61986 -1.87932  0.511
H -1.07787 -1.28219 2.35133  0.518
H -3.39904 0.50714 0.93761  0.342
H -2.26586 1.96079 0.82782  0.318
H -2.31289 0.81710 2.35287  0.344
H 1.75729 0.05725 -2.23783  0.236
H 1.58750 1.80288 -2.73935  0.250
H 3.11919 1.31438 -1.79190  0.379
H 0.51969 0.76477 -0.50304  -0.218
H 3.62096 1.87226 1.60568  0.289
H 3.87345 2.63366 -0.00721  0.260

The following is a DFT calculation (wB97M-V/def2-TZVPD) of a 2-piece molecular cluster, C10H17N2O2S overall.

## Properties
Multiplicity   1
Gap between HOMO and LUMO   0.2479 Eh
Energy relative to the best compared isomer or geometry (same formula, charge and spin)   0.000 eV
LUMO level   2.9 eV
Charge   -1

Last column: Mulliken charge in e.
CARTESIAN COORDINATES (ANGSTROEM)
C -1.38893 -3.08608 1.44164  -1.350
C -1.41309 -3.04461 -0.08577  0.918
C -2.27917 -4.18785 -0.61372  -1.683
C 0.01393 -3.10609 -0.68016  -0.783
N 0.60867 -1.82013 -0.97869  -0.629
S 1.61480 -1.20491 0.03036  1.162
C 0.72583 -0.03537 1.10755  -0.910
O 2.20339 -2.16651 0.96789  -0.743
O 2.55379 -0.33523 -0.66635  -0.753
H -0.94189 -4.02950 1.77119  0.346
H -2.39778 -3.01767 1.86333  0.392
H -0.78840 -2.27663 1.85335  0.253
H -1.83931 -2.09071 -0.41627  0.176
H -2.33766 -4.17246 -1.70452  0.421
H -1.86389 -5.15303 -0.30320  0.331
H -3.29881 -4.12950 -0.21744  0.413
H -0.04738 -3.66356 -1.62631  0.298
H 0.64458 -3.70908 -0.01031  0.372
H -0.34354 -0.06463 0.90579  0.205
H 0.91962 -0.26415 2.15483  0.314
H 1.09497 0.96509 0.88917  0.236
N 0.31725 3.51071 0.55411  -0.440
C 1.13304 4.50578 0.88950  -0.160
C 1.55237 5.48536 0.00121  -0.404
C 1.10598 5.42017 -1.30940  -0.161
C 0.26609 4.38119 -1.67402  -0.483
C -0.09844 3.45407 -0.70745  -0.073
H 1.47525 4.51293 1.91906  0.344
H 2.22068 6.27051 0.32923  0.339
H 1.41768 6.15975 -2.03650  0.351
H -0.09257 4.27753 -2.68908  0.342
H -0.73709 2.61459 -0.95904  0.358

The following is a DFT calculation (wB97M-V/def2-TZVPD) of an isolated ion of composition C10H17N2O3 and charge -1 in a non-equilibrium geometry.

## Properties
Multiplicity   1
Gap between HOMO and LUMO (spin up / spin down)   0.2806 / 0.2784 Eh
Energy relative to the best compared isomer or geometry (same formula, charge and spin)   1.442 eV
LUMO level (spin up / spin down)   3.2 / 3.2 eV
Charge   -1

Last column: Mulliken charge in e.
CARTESIAN COORDINATES (ANGSTROEM)
C -1.98088 1.31063 0.26754  0.888
C -3.45018 -0.83252 0.51000  0.550
C -2.59304 0.19022 -0.47562  -0.434
C -1.48393 -0.56140 -1.24448  0.372
C -2.97584 2.31584 0.79526  -1.243
C -1.40142 -0.08294 -2.69604  -1.624
C 4.85353 -0.21777 0.35972  -1.283
C 3.47560 -0.03542 0.98623  -0.333
C 2.45405 -1.02936 0.43903  -0.486
C 1.10454 -0.90365 1.15991  -0.451
N -0.75911 1.42866 0.49097  -0.821
N -0.19853 -0.37850 -0.65212  -0.671
O -3.34376 -2.01365 0.20318  -0.719
O -4.13979 -0.27634 1.36070  -0.737
O 0.00526 -1.28852 0.37211  -0.093
H -3.37881 0.53609 -1.15636  0.472
H -1.76678 -1.62487 -1.19555  0.618
H -2.49389 3.01901 1.47199  0.381
H -3.74920 1.74455 1.31191  0.329
H -3.42338 2.85701 -0.03888  0.283
H -1.11960 0.96819 -2.72135  0.333
H -2.36445 -0.20946 -3.18766  0.384
H -0.65113 -0.65490 -3.24011  0.395
H 5.54541 0.53894 0.72832  0.360
H 5.25889 -1.20029 0.60455  0.319
H 4.79680 -0.13304 -0.72467  0.324
H 3.55511 -0.15659 2.07106  0.286
H 3.11418 0.97622 0.79034  0.346
H 2.27627 -0.82595 -0.61909  0.274
H 2.83640 -2.04999 0.53469  0.271
H 1.05895 -1.55160 2.03935  0.315
H 0.93871 0.14138 1.45508  0.392

The following is a DFT calculation (wB97M-V/def2-TZVPD) of an isolated ion of composition C10H17N2O3 and charge +1 in a non-equilibrium geometry.

## Properties
Multiplicity   1
Gap between HOMO and LUMO (spin up / spin down)   0.2758 / 0.2757 Eh
Energy relative to the best compared isomer or geometry (same formula, charge and spin)   2.291 eV
LUMO level (spin up / spin down)   -5.6 / -5.6 eV
Charge   +1

Last column: Mulliken charge in e.
CARTESIAN COORDINATES (ANGSTROEM)
C 2.57057 2.08157 -0.93240  0.048
C 0.11956 -0.87981 0.28661  0.775
C 3.24542 -0.26698 1.36042  -0.888
C 2.07105 -1.23524 1.70239  -1.169
C 1.16096 0.72852 2.03021  -1.046
C 2.57413 1.15966 1.42394  1.052
C -2.67137 -1.44751 -0.62817  -1.417
C -2.63134 1.13487 -0.75621  -1.601
C -1.35044 -0.57354 -2.32944  -1.780
C -1.86058 -0.19693 -0.93954  1.519
N 2.68518 1.52362 0.09503  -0.057
N 0.86319 -0.51475 1.37866  0.123
O 0.31344 -1.97555 -0.16437  -0.605
O 3.06538 2.13101 2.21592  -0.498
O -0.71198 0.06750 -0.08600  -0.248
H 2.96883 2.39906 -1.83536  0.446
H 4.01503 -0.36431 2.24870  0.298
H 3.59980 -0.58416 0.45509  0.451
H 2.10498 -2.12177 1.24851  0.571
H 2.03284 -1.53039 2.74239  0.393
H 1.37283 0.59283 3.11930  0.379
H 0.33340 1.51320 1.95433  0.379
H -1.98405 -2.32303 -0.25363  0.332
H -3.36527 -1.22957 0.09386  0.404
H -3.16045 -1.97516 -1.47797  0.345
H -1.92016 2.00554 -0.77744  0.284
H -3.19823 1.16822 0.08140  0.424
H -3.38290 1.51802 -1.49840  0.377
H -0.61039 0.06099 -2.55953  0.583
H -0.87159 -1.53917 -2.33403  0.385
H -2.10406 -0.45362 -3.19804  0.359
H 3.74963 2.71807 1.95126  0.381

The following is a DFT calculation (wB97M-V/def2-TZVPD) of one molecule with the formula C10H17N3O6 in a non-equilibrium geometry.

## Properties
Multiplicity   1
Gap between HOMO and LUMO   0.3656 Eh
Energy relative to the best compared isomer or geometry (same formula, charge and spin)   0.026 eV
LUMO level   0.4 eV

Last column: Mulliken charge in e.
CARTESIAN COORDINATES (ANGSTROEM)
C -0.43167 2.73604 -0.23848  0.344
C -1.17131 1.56812 0.43269  0.288
C 0.71451 3.30039 0.63951  -1.157
C 1.77205 2.24687 1.04765  -0.127
C 2.42502 1.68534 -0.17328  0.284
C -1.57456 -0.86792 0.35713  0.082
C -0.66428 -1.61488 1.33248  0.062
C -2.02444 -1.83069 -0.79726  -0.910
C -0.98718 -2.14570 -1.84189  -0.666
C 0.15655 -2.97374 -1.34342  0.555
H -2.18295 3.49482 -1.05495  0.319
H -1.82440 4.04831 0.38918  0.322
H -0.07525 2.35962 -1.20360  0.334
H 0.25374 3.64502 1.58944  0.363
H 1.11736 4.19094 0.12962  0.359
H 2.53980 2.76675 1.63653  0.403
H 1.31249 1.44237 1.65001  0.142
H 2.54462 -0.05871 -1.26504  0.162
H 1.84850 -0.26452 0.28250  0.231
H -0.14710 0.26828 -0.79971  0.237
H -2.46479 -0.59258 0.94885  0.447
H -2.38665 -2.74457 -0.28674  0.444
H -2.82968 -1.31958 -1.35949  0.350
H -1.45897 -2.68072 -2.68582  0.395
H -0.66714 -1.18416 -2.27640  0.347
H 0.61816 -4.75474 -0.97219  0.372
H 0.89148 -1.60027 2.27380  0.264
N -1.38404 3.83779 -0.51688  -0.748
N 2.06891 0.34216 -0.46058  -0.224
N -0.97355 0.36118 -0.15717  0.039
O -1.89003 1.72835 1.40941  -0.679
O 3.16879 2.28966 -0.93087  -0.648
O -0.91313 -2.64419 1.92945  -0.629
O 1.22788 -2.55609 -0.91013  -0.562
O -0.16615 -4.28382 -1.29322  -0.469
O 0.52805 -0.96230 1.60232  -0.327